{"formula": "C37H92F3NO42P8", "method": "ωB97M-V/def2-TZVPD", "species": ["O", "C", "O", "C", "C", "F", "O", "H", "H", "H", "O", "C", "O", "C", "C", "F", "O", "H", "H", "H", "O", "C", "O", "C", "C", "F", "O", "H", "H", "H", "C", "O", "P", "O", "O", "C", "O", "C", "H", "H", "H", "H", "H", "H", "H", "H", "H", "C", "O", "P", "O", "O", "C", "O", "C", "H", "H", "H", "H", "H", "H", "H", "H", "H", "C", "O", "P", "O", "O", "C", "O", "C", "H", "H", "H", "H", "H", "H", "H", "H", "H", "C", "O", "P", "O", "O", "C", "O", "C", "H", "H", "H", "H", "H", "H", "H", "H", "H", "C", "O", "P", "O", "O", "C", "O", "C", "H", "H", "H", "H", "H", "H", "H", "H", "H", "C", "O", "P", "O", "O", "C", "O", "C", "H", "H", "H", "H", "H", "H", "H", "H", "H", "C", "O", "P", "O", "O", "C", "O", "C", "H", "H", "H", "H", "H", "H", "H", "H", "H", "C", "O", "P", "O", "O", "C", "O", "C", "H", "H", "H", "H", "H", "H", "H", "H", "H", "C", "O", "C", "C", "C", "N", "H", "H", "H", "H", "H", "H", "H", "H", "H", "H", "H"], "coordinates": [[-0.815646, -1.843810, -1.938286], [-0.747419, -0.749643, -1.480280], [-1.696880, -0.191105, -0.712665], [-1.186490, 0.996582, -0.071900], [-0.072576, 1.341565, -1.049838], [0.935893, 1.942703, -0.352530], [0.339355, 0.051343, -1.470279], [-1.982174, 1.735494, -0.037680], [-0.828263, 0.677548, 0.907287], [-0.359491, 1.942122, -1.909229], [1.068888, 3.819664, -2.996390], [2.141648, 3.314131, -3.144431], [3.281747, 4.030067, -3.304614], [4.291464, 3.098656, -3.718338], [3.835287, 1.821281, -3.063324], [4.203945, 1.680590, -1.748182], [2.422427, 2.021354, -3.013467], [4.192054, 2.936789, -4.794292], [5.289298, 3.414963, -3.434832], [4.132158, 0.912187, -3.588057], [0.410777, 0.399275, 2.987440], [-0.335100, -0.314796, 3.586724], [-1.547054, -0.715597, 3.183338], [-2.144071, -1.522343, 4.215225], [-0.976528, -1.862846, 5.130269], [-0.395668, -3.066645, 4.867451], [0.024139, -0.926367, 4.716369], [-2.892798, -0.904553, 4.713600], [-2.673070, -2.343670, 3.737160], [-1.144192, -1.705304, 6.194075], [-5.637308, 2.245283, 0.945574], [-6.291096, 0.975968, 0.813485], [-6.272736, 0.245627, -0.628056], [-7.315880, -0.780941, -0.804895], [-4.756533, -0.199103, -0.734262], [-4.348297, -1.506014, -0.316073], [-6.329241, 1.474739, -1.674034], [-7.475538, 2.289577, -1.822524], [-6.401408, 3.020832, 0.901212], [-4.890763, 2.390239, 0.164230], [-5.124496, 2.280300, 1.901884], [-5.143925, -2.127731, 0.095673], [-3.558878, -1.370535, 0.418280], [-3.954236, -2.072962, -1.157978], [-7.997899, 2.223064, -2.777015], [-7.065856, 3.304472, -1.779050], [-8.225583, 2.203547, -1.034313], [3.399678, 2.704196, 5.119393], [3.241100, 2.273204, 3.770148], [3.974871, 0.918740, 3.298063], [5.293641, 0.685361, 3.897331], [3.982207, 1.095951, 1.697706], [2.866221, 1.591901, 0.982242], [2.877733, -0.205960, 3.532987], [3.080259, -1.565803, 3.229922], [4.033918, 2.026085, 5.698603], [2.491184, 2.758902, 5.717356], [3.933646, 3.652477, 5.075146], [2.038730, 1.820941, 1.658090], [2.503119, 0.816316, 0.300699], [3.013487, 2.464564, 0.343471], [2.515154, -2.201955, 3.911749], [4.120399, -1.871557, 3.385328], [2.789946, -1.770208, 2.197124], [5.704594, -4.347278, -3.343705], [4.572493, -3.491976, -3.093758], [4.796785, -2.036782, -2.516149], [5.560544, -1.138557, -3.400988], [3.359146, -1.448736, -2.181458], [2.453034, -1.280139, -3.271562], [5.509598, -2.291568, -1.094562], [5.580125, -1.151940, -0.237836], [5.724529, -5.120667, -2.577255], [6.611051, -3.748130, -3.374954], [5.546841, -4.878366, -4.280427], [1.608807, -1.959505, -3.146098], [2.892230, -1.636358, -4.209930], [2.126966, -0.257813, -3.430297], [5.547066, -0.146045, -0.668998], [6.590876, -1.152543, 0.175134], [4.815353, -1.177486, 0.536431], [4.903226, 8.243691, 2.284326], [3.983958, 7.169068, 2.241633], [3.656016, 6.429964, 0.852116], [3.654268, 7.390097, -0.267504], [4.725605, 5.216070, 0.748350], [4.921619, 4.332635, 1.848919], [2.313157, 5.656548, 1.238341], [1.642111, 4.999677, 0.158617], [4.415068, 9.162945, 2.599813], [5.327361, 8.445652, 1.297018], [5.777824, 8.038139, 2.901875], [5.128273, 3.340014, 1.458864], [4.053815, 4.255031, 2.506202], [5.730580, 4.724224, 2.468569], [2.255454, 4.786388, -0.712765], [0.648154, 5.402536, -0.022388], [1.390825, 4.005601, 0.549024], [-1.689187, -7.623747, -5.286410], [-1.168668, -7.268229, -3.991455], [0.330955, -6.689009, -3.995269], [1.316246, -7.542244, -4.657630], [0.147535, -5.210435, -4.642282], [-1.020854, -4.437212, -4.446833], [0.467206, -6.359568, -2.438389], [1.606006, -5.646781, -1.965851], [-2.160550, -8.605674, -5.258856], [-0.873678, -7.647854, -6.007566], [-2.477150, -6.908439, -5.525013], [-1.756548, -4.990568, -3.865601], [-1.455501, -4.202830, -5.424105], [-0.895075, -3.439796, -4.023679], [1.963086, -4.908377, -2.686214], [2.426153, -6.340740, -1.768261], [1.383792, -5.171946, -1.012211], [-4.263139, -7.015283, -1.799962], [-3.680995, -7.029715, -0.501136], [-4.042395, -5.898134, 0.552094], [-5.458862, -5.736909, 0.923749], [-3.046317, -6.215387, 1.765148], [-3.323998, -5.651717, 3.046959], [-3.360882, -4.568525, -0.022830], [-2.132310, -4.579438, -0.749477], [-4.902052, -6.148387, -1.964699], [-4.776233, -7.956014, -1.992988], [-3.451268, -6.989012, -2.533170], [-2.399742, -5.183129, 3.387893], [-3.518923, -6.439210, 3.775663], [-4.158064, -4.953069, 3.030921], [-1.808858, -5.613932, -0.882718], [-1.340480, -4.044247, -0.226241], [-2.233273, -4.136897, -1.737313], [-0.765649, 3.503320, 2.113833], [-1.118461, 4.806644, 2.574490], [-2.271686, 5.103691, 3.619178], [-1.828099, 5.273091, 4.992668], [-3.009649, 6.366645, 2.970821], [-2.470940, 7.636105, 3.279938], [-3.301981, 3.888423, 3.393550], [-4.136524, 3.459413, 4.454519], [-1.491559, 2.724778, 2.343041], [0.113855, 3.167277, 2.669727], [-0.523769, 3.485465, 1.054640], [-3.162476, 8.272559, 3.828638], [-2.080438, 8.142350, 2.393059], [-1.559356, 7.649124, 3.889563], [-5.186215, 3.410413, 4.169914], [-4.025712, 4.064075, 5.354649], [-3.861432, 2.443804, 4.753135], [3.050938, -4.503612, 4.502867], [2.082189, -4.082218, 3.553753], [2.227953, -4.520902, 2.011591], [3.612294, -4.653548, 1.523726], [1.376785, -5.866384, 1.892692], [-0.056687, -5.818474, 1.951171], [1.332614, -3.472438, 1.218100], [1.771811, -2.234878, 0.659472], [3.027019, -3.781855, 5.315314], [4.076511, -4.614850, 4.142886], [2.810753, -5.516526, 4.839917], [-0.390659, -6.470773, 2.760404], [-0.463673, -6.243026, 1.039448], [-0.483321, -4.846422, 2.189852], [1.765446, -2.390277, -0.420221], [2.756329, -1.906209, 0.983142], [1.005868, -1.482021, 0.845523], [-2.714736, 5.747219, -6.091716], [-2.650985, 4.615565, -5.236458], [-2.177111, 4.974875, -3.939297], [-2.187240, 3.721614, -3.085153], [-3.541041, 3.036834, -2.892015], [-1.578792, 3.984791, -1.749906], [-1.741638, 6.249418, -6.045976], [-3.497080, 6.436301, -5.766992], [-2.834788, 5.430298, -7.124185], [-1.232854, 5.522469, -3.977652], [-2.968555, 5.632123, -3.544218], [-1.501078, 2.972544, -3.495471], [-3.297907, 2.016943, -2.590597], [-4.178154, 3.074225, -3.769817], [-4.024938, 3.485154, -2.020084], [-1.987214, 4.869700, -1.437967], [-0.618649, 4.276147, -1.946241]], "atomic_forces_ev_per_a": [[0.14, 0.00, -0.61], [-0.05, -0.01, 1.69], [-0.63, -0.17, -0.29], [-0.47, -0.44, -0.95], [-0.23, 0.01, 1.25], [-0.76, 0.12, -1.15], [0.60, 0.12, -0.88], [0.08, 0.02, 0.06], [0.26, 0.46, 0.03], [0.15, 0.12, 0.13], [0.10, -0.48, -0.37], [0.46, 1.58, 1.02], [-0.13, -0.22, -0.52], [-0.20, -0.21, 0.13], [-0.17, -0.20, 0.60], [0.36, 0.27, -0.36], [-0.02, -1.12, -0.67], [0.31, 0.22, -0.04], [-0.10, 0.16, 0.07], [-0.28, -0.03, 0.07], [-1.15, 0.26, -0.19], [1.20, -0.05, -0.85], [-0.37, -0.05, 0.06], [-0.42, 0.43, -0.35], [1.20, 0.72, -0.75], [-0.75, -0.35, 0.32], [-0.68, -0.11, 1.25], [0.12, -0.04, 0.21], [0.35, -0.28, 0.14], [-0.03, -0.44, -0.02], [0.04, -0.14, -0.05], [-0.39, -0.28, -0.50], [-0.74, 0.33, 0.06], [0.86, 0.72, 0.42], [-0.46, 0.23, -0.65], [0.19, -0.68, 0.15], [0.51, -1.47, 0.26], [-0.11, 1.46, 0.25], [0.15, 0.13, -0.01], [-0.06, 0.10, -0.03], [-0.09, -0.08, 0.14], [-0.25, 0.39, 0.07], [-0.02, -0.09, 0.01], [0.11, 0.30, -0.13], [0.36, -0.67, -0.10], [-0.31, 0.05, 0.03], [0.20, -0.36, 0.14], [1.03, -0.10, 0.82], [-0.17, -1.14, -0.14], [-0.44, 0.36, -0.61], [-0.44, -0.05, -0.42], [1.02, 0.36, 0.80], [-1.29, -0.69, 0.01], [0.35, 1.11, 0.58], [0.81, -0.68, 0.61], [0.16, -0.08, -0.34], [-0.44, 0.23, -0.72], [-0.32, 0.16, 0.19], [0.19, -0.04, 0.03], [0.49, -0.13, 0.34], [0.94, -0.01, 0.44], [-0.23, 0.92, -0.19], [0.13, 0.20, -0.17], [0.45, 0.41, 2.19], [-0.19, -0.27, 0.01], [-0.45, 0.24, 0.34], [1.24, 0.35, 0.19], [-0.20, -0.11, 0.03], [0.10, -0.40, 0.32], [-0.27, -1.06, -1.27], [-1.39, 0.46, -1.28], [1.10, 0.80, 0.89], [0.21, 0.27, 0.25], [0.14, -0.20, -0.01], [-0.06, 0.36, -0.18], [-0.19, 0.34, 0.41], [0.30, 0.23, 0.06], [0.03, 0.00, 0.51], [-0.46, -0.43, -0.82], [-0.26, -0.34, 0.47], [0.13, -0.29, 0.02], [0.83, 0.66, -0.90], [-0.51, -1.01, -0.01], [0.80, 0.48, 0.61], [-0.01, -1.30, 0.27], [-0.74, 1.18, -0.70], [-0.05, 0.06, 0.68], [0.38, 0.97, -0.41], [-0.65, -1.91, 0.92], [-0.16, -0.16, 0.23], [-0.26, -0.03, -0.10], [-0.37, -0.32, 0.41], [0.25, 0.08, -0.02], [-0.20, 0.08, -0.27], [0.18, -0.24, -0.16], [0.01, 0.71, -0.21], [0.35, 0.79, -0.40], [0.31, 0.19, -0.02], [-0.15, -0.03, 0.14], [0.52, -0.12, 0.23], [-1.17, 0.93, 0.38], [-0.03, 0.68, 0.20], [0.97, -0.73, -0.07], [-1.10, 0.32, -0.53], [-0.41, -0.45, -0.48], [0.99, -0.11, 0.18], [0.22, -0.06, 0.30], [-0.23, 0.10, -0.24], [0.24, 0.13, -0.29], [-0.04, 0.10, 0.07], [0.02, -0.42, -0.08], [0.80, -0.30, 0.53], [-0.18, 0.08, 0.02], [-0.07, -0.06, -0.12], [-0.38, 0.07, -0.13], [0.39, -0.07, -0.89], [0.13, 0.06, 1.01], [-0.01, 0.51, 0.26], [1.02, 0.09, -0.36], [-0.44, -0.70, -0.45], [0.41, -0.16, 0.45], [-0.80, 0.39, -0.31], [0.56, -0.79, -0.13], [-0.19, -0.13, 0.13], [-0.31, 0.15, 0.36], [0.09, 0.19, 0.16], [-0.12, 0.32, -0.08], [-0.27, -0.13, -0.23], [0.01, 0.01, -0.08], [0.16, 0.07, -0.10], [-0.23, 0.13, 0.22], [-0.37, 0.18, 0.10], [0.83, -0.92, 0.83], [-0.67, -0.20, -0.46], [-0.31, -0.47, -0.79], [0.03, 0.13, 0.58], [0.20, -0.72, 0.41], [1.37, 1.49, 0.23], [0.35, 0.82, -0.36], [-0.19, -0.63, 0.98], [-0.51, 0.36, -0.15], [0.22, 0.23, -0.13], [-0.33, 0.42, 0.01], [-0.39, -0.21, -0.31], [-0.74, -0.14, -0.35], [-0.25, -0.81, 0.29], [0.07, 0.34, -0.35], [0.02, 0.22, -0.18], [0.18, 0.01, -0.20], [0.38, -0.97, 0.53], [-0.06, -0.55, -1.23], [0.59, -0.38, -0.29], [-0.79, 0.09, 0.49], [0.15, 1.04, -0.12], [-0.42, -0.84, 0.64], [-0.08, -0.35, 0.99], [-0.70, -0.30, -2.11], [-0.03, -0.14, 0.10], [-0.17, 0.56, -0.53], [-0.31, 0.23, 0.31], [0.23, -0.13, 0.01], [0.06, 0.28, -0.18], [0.31, 0.24, -0.39], [0.25, 0.10, -0.02], [-0.40, -0.40, -1.39], [0.18, 0.08, 0.47], [0.80, -0.23, 0.43], [0.42, 0.06, -0.33], [-1.88, -0.38, -0.50], [1.06, -0.53, 0.54], [0.71, 0.33, 0.56], [-0.16, 1.05, -0.34], [-0.10, 0.31, -0.05], [-0.10, 0.06, -0.15], [-0.37, -0.18, 0.08], [0.21, -0.26, 0.04], [0.33, 0.34, 0.39], [-0.09, 0.22, -0.58], [-0.44, -0.17, -0.18], [0.01, -0.12, -0.02], [-0.29, 0.13, -0.20], [-0.22, -0.28, 0.38], [-0.06, -0.31, 0.12]], "smiles": "O=C1OC[C@@H](F)O1.O=C1OC[C@@H](F)O1.O=C1OC[C@@H](F)O1.COP(=O)(OC)OC.COP(=O)(OC)OC.COP(=O)(OC)OC.COP(=O)(OC)OC.COP(=O)(OC)OC.COP(=O)(OC)OC.COP(=O)(OC)OC.COP(=O)(OC)OC.COC[C@H](C)N", "orbital_gap_ev": 9.963, "energy_ev": -209825.970, "homo_ev": -10.01}